one.
{
  "formula": "C6H11N",
  "method": "ωB97M-V/def2-TZVPD",
  "homo_energy_ev": -8.191,
  "gap_ev": 9.155,
  "lumo_energy_ha": 0.03545,
  "mol_weight_g_mol": 97.2,
  "elements": ["C", "H", "C", "C", "N", "H", "C", "H", "H", "H", "C", "H", "C", "H", "H", "H", "H", "H"],
  "coordinates": [[0.370, 0.871, 0.488], [-1.617, 0.221, -0.121], [-0.110, -1.345, -0.273], [1.716, 0.126, 0.439], [1.338, -1.076, 0.035], [-0.218, -0.124, 2.339], [-0.410, 0.520, -1.902], [-0.642, 1.582, -2.016], [-0.256, -1.961, -1.180], [0.573, 1.438, 2.590], [-0.122, 0.895, 1.943], [0.462, 1.907, 0.137], [-0.584, 0.087, -0.446], [1.927, -1.866, -0.176], [-1.065, -0.050, -2.571], [-0.592, -1.891, 0.554], [0.625, 0.365, -2.236], [-1.104, 1.377, 2.012]],
  "lowdin_charge": [-0.383, 0.134, -0.139, -0.012, -0.032, 0.077, -0.073, 0.077, 0.118, 0.075, -0.078, 0.126, -0.358, 0.115, 0.076, 0.114, 0.086, 0.077]
}

***

two.
{
  "formula": "C6H11N",
  "method": "ωB97M-V/def2-TZVPD",
  "smiles": "CC[C@H](C)[C@@H]1C=N1",
  "homo_energy_ev": -9.431,
  "gap_ev": 10.571,
  "lumo_energy_ha": 0.04188,
  "mol_weight_g_mol": 97.2,
  "elements": ["H", "H", "C", "H", "H", "H", "C", "H", "H", "N", "C", "C", "H", "C", "H", "H", "C", "H"],
  "coordinates": [[-3.037, 0.259, 0.515], [-1.286, 0.879, -1.193], [-1.057, 0.850, -0.124], [1.388, 2.380, -0.114], [0.354, -1.380, -1.448], [-1.960, -1.094, 0.146], [1.408, 1.387, -0.564], [-1.206, 1.860, 0.271], [1.206, 1.484, -1.628], [2.066, -1.778, -0.090], [-2.013, -0.102, 0.587], [1.041, -2.254, 0.467], [0.595, 0.425, 1.177], [0.392, 0.492, 0.104], [-1.750, -0.181, 1.641], [0.707, -2.999, 1.147], [0.746, -1.201, -0.457], [2.406, 0.973, -0.435]],
  "lowdin_charge": [0.067, 0.112, -0.269, 0.075, 0.103, 0.064, -0.099, 0.111, 0.077, 0.137, -0.110, -0.110, 0.119, -0.308, 0.074, 0.100, -0.211, 0.069]
}

***

three.
{
  "formula": "C6H11N",
  "method": "ωB97M-V/def2-TZVPD",
  "smiles": "C=C(CC)CC#N.[H][H]",
  "homo_energy_ev": -10.080,
  "gap_ev": 11.042,
  "lumo_energy_ha": 0.03533,
  "mol_weight_g_mol": 97.2,
  "elements": ["H", "C", "C", "H", "H", "C", "H", "H", "H", "N", "H", "C", "C", "H", "C", "H", "H", "H"],
  "coordinates": [[-0.783, 1.032, 1.214], [-0.259, -0.907, -1.358], [-0.944, -1.525, 1.891], [1.086, -1.096, 1.601], [-0.179, -1.965, -1.597], [-0.073, -0.464, -0.117], [-0.641, 2.979, -0.316], [-0.503, -0.237, -2.177], [-1.661, 1.723, -1.036], [-1.903, -1.536, 2.537], [0.862, 1.269, 0.665], [-0.640, 1.964, -0.724], [-0.143, 0.977, 0.322], [2.935, -0.091, -0.244], [0.227, -1.438, 1.009], [2.417, -0.212, -0.765], [0.000, 1.963, -1.614], [0.467, -2.435, 0.626]],
  "lowdin_charge": [0.115, 0.053, -0.222, 0.119, 0.071, -0.386, 0.074, 0.064, 0.082, 0.145, 0.106, -0.110, -0.237, 0.055, -0.160, 0.039, 0.073, 0.121]
}

***

four.
{
  "formula": "C6H11N",
  "method": "ωB97M-V/def2-TZVPD",
  "smiles": "C=CC(N)=C(C)C",
  "homo_energy_ev": -6.465,
  "gap_ev": 6.720,
  "lumo_energy_ha": 0.00938,
  "mol_weight_g_mol": 97.2,
  "elements": ["C", "H", "H", "C", "H", "C", "C", "H", "C", "H", "C", "H", "H", "H", "H", "N", "H", "H"],
  "coordinates": [[0.394, 0.636, -1.996], [-0.456, -2.775, 2.682], [1.376, 2.457, -0.335], [-0.709, -2.105, 1.831], [2.193, 1.206, 0.545], [-0.175, -0.472, 0.124], [0.167, -1.242, 1.258], [0.211, -0.313, -2.440], [0.470, 0.539, -0.626], [1.234, -1.138, 1.514], [1.129, 1.592, 0.285], [0.477, 1.853, 1.167], [-2.254, -0.221, 0.533], [-1.773, -2.075, 1.426], [-1.964, 0.222, -0.898], [-1.577, -0.448, -0.169], [1.430, 0.832, -2.389], [-0.173, 1.451, -2.511]],
  "lowdin_charge": [-0.124, 0.059, 0.063, 0.012, 0.104, -0.316, -0.166, 0.081, -0.352, 0.111, -0.050, 0.093, 0.066, 0.067, 0.110, 0.031, 0.110, 0.101]
}

***

Unit: hartree. Relative energies: one 0.0029; two 0.0386; three 0.0000; four 0.0856.

***

one.
{
  "formula": "C6H11N",
  "method": "ωB97M-V/def2-TZVPD",
  "smiles": "CCC(C)(C)C#N",
  "homo_energy_ev": -11.181,
  "gap_ev": 11.978,
  "lumo_energy_ha": 0.02929,
  "mol_weight_g_mol": 97.2,
  "elements": ["C", "H", "H", "H", "C", "H", "H", "H", "H", "H", "C", "C", "H", "C", "N", "H", "C", "H"],
  "coordinates": [[-0.096, -1.644, 0.270], [0.572, 1.595, -0.868], [2.422, -0.537, -0.212], [0.391, 0.077, -1.742], [1.891, -0.120, 0.651], [2.222, 0.915, 0.802], [-2.297, 0.227, -0.747], [-1.176, -1.736, 0.103], [0.417, -2.117, -0.575], [2.152, -0.702, 1.541], [-0.383, 0.438, 1.503], [-1.551, 1.020, -0.984], [-1.856, 1.234, -2.017], [0.383, -0.183, 0.397], [-1.295, 1.017, 1.903], [0.126, -2.204, 1.184], [-0.006, 0.652, -0.875], [-1.915, 2.066, -0.335]],
  "lowdin_charge": [-0.046, 0.111, 0.088, 0.118, -0.056, 0.089, 0.059, 0.085, 0.088, 0.088, -0.192, -0.125, 0.044, -0.567, 0.170, 0.088, -0.184, 0.140]
}

***

two.
{
  "formula": "C6H11N",
  "method": "ωB97M-V/def2-TZVPD",
  "smiles": "CCC(C#N)CC",
  "homo_energy_ev": -11.297,
  "gap_ev": 12.259,
  "lumo_energy_ha": 0.03535,
  "mol_weight_g_mol": 97.2,
  "elements": ["H", "H", "H", "N", "H", "H", "C", "C", "C", "H", "H", "H", "H", "H", "C", "H", "C", "C"],
  "coordinates": [[-2.967, 0.965, -1.456], [-0.702, 1.565, -0.955], [-1.850, -0.227, -2.218], [0.671, -1.573, -1.962], [2.987, 0.078, 1.869], [1.562, 1.148, 0.120], [2.186, -0.488, 1.380], [-1.176, 0.749, -0.392], [1.111, 0.455, 0.837], [0.696, 1.062, 1.649], [-0.526, -0.947, 0.871], [1.773, -1.180, 2.120], [-2.806, -0.643, -0.770], [-1.670, 1.192, 0.474], [-2.254, 0.152, -1.275], [2.645, -1.085, 0.585], [-0.079, -0.241, 0.152], [0.377, -1.024, -0.987]],
  "lowdin_charge": [0.076, 0.119, 0.071, 0.166, 0.073, 0.117, -0.103, -0.224, -0.234, 0.113, 0.152, 0.076, 0.078, 0.109, -0.115, 0.073, -0.321, -0.228]
}

***

Unit: hartree. Relative energies: one 0.0330; two 0.0000.

***

one.
{
  "formula": "C6H11N",
  "method": "ωB97M-V/def2-TZVPD",
  "smiles": "C=C(/C=C/C)NC",
  "homo_energy_ev": -7.525,
  "gap_ev": 8.094,
  "lumo_energy_ha": 0.02089,
  "mol_weight_g_mol": 97.2,
  "elements": ["H", "H", "H", "H", "H", "C", "H", "C", "C", "H", "H", "C", "H", "C", "H", "N", "H", "C"],
  "coordinates": [[-1.634, 1.143, 0.548], [1.285, 0.201, 2.956], [-1.991, 0.715, -1.310], [0.602, 2.230, 0.715], [0.392, 1.789, 3.040], [0.850, 0.137, 0.443], [0.021, -2.000, -0.495], [-1.026, -1.847, -2.206], [1.253, 1.254, 2.681], [2.080, 1.830, 3.091], [1.802, -0.334, 0.283], [-1.344, 0.723, -0.430], [-0.500, -2.563, -2.833], [0.814, 1.278, 1.212], [-1.586, -1.039, -2.679], [-0.101, -1.289, -1.196], [-1.843, -2.424, -1.703], [-0.235, -0.037, -0.550]],
  "lowdin_charge": [0.065, 0.071, 0.044, 0.107, 0.066, -0.092, 0.108, -0.101, -0.082, 0.066, 0.109, 0.028, 0.069, -0.153, 0.067, -0.085, 0.083, -0.370]
}

***

two.
{
  "formula": "C6H11N",
  "method": "ωB97M-V/def2-TZVPD",
  "smiles": "CC=C=N.C=CC",
  "homo_energy_ev": -8.577,
  "gap_ev": 9.596,
  "lumo_energy_ha": 0.03746,
  "mol_weight_g_mol": 97.2,
  "elements": ["H", "C", "H", "H", "H", "H", "H", "N", "C", "H", "C", "C", "C", "H", "H", "H", "C", "H"],
  "coordinates": [[-0.732, 0.403, 1.037], [1.005, -0.034, 1.600], [-3.624, 0.527, -0.075], [2.306, -1.610, 1.759], [-3.403, -0.969, -1.008], [0.210, -0.128, -1.533], [-3.867, 0.541, -1.820], [-0.081, 0.499, 1.822], [3.378, 0.154, 0.870], [3.103, 1.162, 0.546], [-1.802, 0.458, -1.223], [-3.249, 0.115, -1.020], [-0.824, -0.431, -1.390], [-1.555, 1.521, -1.234], [4.176, 0.250, 1.615], [3.794, -0.378, 0.007], [2.190, -0.577, 1.441], [-1.025, -1.502, -1.393]],
  "lowdin_charge": [0.028, -0.214, 0.074, 0.098, 0.073, 0.056, 0.073, 0.143, -0.119, 0.072, -0.263, -0.115, -0.030, 0.099, 0.068, 0.066, -0.174, 0.064]
}

***

three.
{
  "formula": "C6H11N",
  "method": "ωB97M-V/def2-TZVPD",
  "smiles": "C=C(C)C.CC#N",
  "homo_energy_ev": -9.417,
  "gap_ev": 10.200,
  "lumo_energy_ha": 0.02875,
  "mol_weight_g_mol": 97.2,
  "elements": ["C", "C", "H", "C", "C", "H", "N", "H", "H", "H", "H", "H", "H", "H", "C", "H", "C", "H"],
  "coordinates": [[-2.438, -1.276, -0.100], [0.614, 0.904, 1.336], [0.994, 0.313, 2.165], [1.064, 0.337, 0.025], [0.834, 1.230, -1.158], [0.961, 1.930, 1.446], [-3.009, 1.236, 0.014], [1.310, 0.841, -2.054], [-1.578, -1.426, -0.751], [-0.475, 0.924, 1.379], [-3.292, -1.830, -0.488], [1.721, -1.528, 0.753], [1.878, -1.274, -1.050], [-2.192, -1.627, 0.901], [1.573, -0.879, -0.094], [-0.237, 1.324, -1.338], [-2.758, 0.123, -0.042], [1.220, 2.227, -0.962]],
  "lowdin_charge": [-0.068, -0.068, 0.075, -0.441, -0.069, 0.080, 0.142, 0.074, 0.078, 0.060, 0.086, 0.055, 0.055, 0.089, 0.017, 0.069, -0.312, 0.078]
}

***

four.
{
  "formula": "C6H11N",
  "method": "ωB97M-V/def2-TZVPD",
  "homo_energy_ev": -7.009,
  "gap_ev": 4.649,
  "lumo_energy_ha": -0.08674,
  "mol_weight_g_mol": 97.2,
  "elements": ["H", "H", "C", "H", "H", "C", "H", "H", "C", "C", "H", "C", "H", "H", "H", "N", "C", "H"],
  "coordinates": [[-0.232, -2.114, -2.333], [0.418, -0.140, 2.807], [1.460, 0.651, 1.099], [-2.158, 2.153, -0.759], [0.319, -0.394, -2.358], [-0.973, 1.042, 0.516], [2.494, 0.306, 0.904], [1.498, 1.712, 0.868], [0.224, 0.117, 0.391], [0.885, -0.374, 1.913], [-0.865, 1.760, 1.336], [-0.222, -1.148, -1.804], [-1.937, 0.580, 0.389], [1.465, -1.401, -0.413], [-1.269, -0.779, -1.608], [-1.554, 1.388, -0.803], [0.388, -1.246, -0.358], [0.060, -2.115, 0.214]],
  "lowdin_charge": [0.064, 0.009, -0.238, 0.013, 0.060, -0.176, 0.132, 0.102, -0.286, 0.030, 0.128, -0.107, 0.141, 0.096, 0.054, 0.095, -0.212, 0.095]
}

***

Unit: hartree. Relative energies: one 0.1140; two 0.0456; three 0.0000; four 0.3469.

***

one.
{
  "formula": "C6H11N",
  "method": "ωB97M-V/def2-TZVPD",
  "smiles": "C=CC/C(C)=C/N",
  "homo_energy_ev": -8.720,
  "gap_ev": 9.629,
  "lumo_energy_ha": 0.03338,
  "mol_weight_g_mol": 97.2,
  "elements": ["H", "H", "H", "H", "C", "H", "H", "N", "C", "H", "C", "C", "H", "H", "H", "C", "C", "H"],
  "coordinates": [[0.483, 1.251, -1.905], [0.223, 2.388, 2.682], [0.388, -0.900, -3.061], [-1.429, 0.964, 1.733], [0.219, -0.403, -0.451], [-1.111, -1.180, 1.109], [1.492, 1.052, 2.449], [-0.108, -1.652, -2.565], [-0.414, 0.596, 1.823], [0.276, 1.730, -0.245], [-0.148, -0.665, 1.066], [-0.029, 0.981, -0.959], [-1.094, 1.053, -1.263], [0.573, -1.415, 1.385], [-0.997, -1.184, -2.392], [0.448, 1.346, 2.518], [0.458, -1.508, -1.184], [0.768, -2.456, -0.741]],
  "lowdin_charge": [0.084, 0.053, 0.059, 0.100, -0.282, 0.106, 0.063, 0.014, -0.220, 0.062, -0.160, -0.074, 0.096, 0.111, 0.053, -0.002, -0.160, 0.097]
}

***

two.
{
  "formula": "C6H11N",
  "method": "ωB97M-V/def2-TZVPD",
  "smiles": "C=C=C(C)C.C=N",
  "homo_energy_ev": -9.075,
  "gap_ev": 10.011,
  "lumo_energy_ha": 0.03440,
  "mol_weight_g_mol": 97.2,
  "elements": ["H", "H", "H", "N", "C", "H", "H", "H", "H", "H", "C", "C", "H", "C", "H", "C", "C", "H"],
  "coordinates": [[0.209, 0.923, -2.306], [0.927, 1.531, 1.417], [1.686, 0.003, -1.991], [-2.252, 0.845, -0.055], [0.228, -0.846, 0.515], [-1.403, -0.777, 0.827], [0.137, -0.834, -2.120], [1.715, -2.199, 1.084], [2.168, 1.440, 0.166], [0.021, -2.565, 1.708], [0.620, 0.073, -1.758], [1.091, 1.475, 0.341], [-1.101, 0.814, -0.298], [-2.448, -0.141, 0.647], [-3.391, -0.467, 1.068], [0.668, -1.917, 1.131], [0.420, 0.254, -0.263], [0.704, 2.389, -0.113]],
  "lowdin_charge": [0.080, 0.084, 0.084, 0.030, -0.148, 0.063, 0.084, 0.063, 0.084, 0.052, -0.054, -0.053, 0.050, -0.151, 0.068, 0.017, -0.431, 0.079]
}

***

Unit: hartree. Relative energies: one 0.0000; two 0.0443.